[1]
Here is C5H16NO4PSi in the gas phase in a non-equilibrium geometry from OMol25. Energies are from ωB97M-V/def2-TZVPD.

CARTESIAN COORDINATES (ANGSTROEM)
C (3.1534, -1.9643, 0.3800)
C (3.6251, -0.6092, 0.9852)
O (2.9887, 0.5527, 0.4595)
C (1.6196, 0.3557, 0.1501)
C (0.9639, 1.7702, 0.2077)
O (-0.4202, 1.7738, -0.0918)
C (-0.7203, 1.2056, -1.3747)
Si (-1.7617, -0.3786, -1.1272)
P (-3.6399, 0.0034, -0.0217)
N (-4.7623, 0.6170, -0.9665)
O (-4.1820, -1.4433, 0.6342)
O (-3.3517, 1.0198, 1.2848)
H (2.1613, -2.2296, 0.7847)
H (3.8498, -2.7508, 0.7070)
H (3.1304, -1.8506, -0.7136)
H (4.6971, -0.5095, 0.7269)
H (3.5930, -0.6039, 2.0940)
H (1.0703, -0.2765, 0.8676)
H (1.5733, -0.0850, -0.8644)
H (1.0476, 2.0838, 1.2643)
H (1.5571, 2.4993, -0.3734)
H (-1.3659, 1.9276, -1.9247)
H (0.1592, 1.0509, -2.0231)
H (-0.9357, -1.3109, -0.3201)
H (-1.9873, -1.0237, -2.4387)
H (-5.5500, -0.0293, -0.9824)
H (-3.8434, -1.4765, 1.5356)
H (-2.6387, 1.6369, 1.0807)

The electronic energy is -32290.14686 eV. Its spin multiplicity is 1. The HOMO energy comes out at -0.321 hartree. The largest force on an atom comes out at 0.070 hartree/bohr. Its HOMO-LUMO gap is 9.258 eV.


[2]
Here is C2F4OS in the gas phase in a non-equilibrium geometry from OMol25. Energies are from ωB97M-V/def2-TZVPD.

CARTESIAN COORDINATES (ANGSTROEM)
C (0.3992, 0.1769, 0.2112)
C (-1.0957, -0.0948, 0.0081)
O (2.9151, 0.2676, -0.3306)
F (0.8178, 0.8956, 1.3112)
F (-1.6492, 0.3845, -1.1610)
F (-1.9378, 0.1189, 0.9970)
F (-1.1197, -1.4998, -0.2590)
S (1.6702, -0.2490, -0.7769)

The energy above the lowest of the compared OMol25 structures with the same formula, charge and spin comes out at 6.65 kcal per mole. The electronic energy is -25824.39225 eV. Its spin multiplicity is 1. The HOMO energy comes out at -0.384 hartree. The largest force on an atom comes out at 0.076 hartree/bohr. Its HOMO-LUMO gap is 9.298 eV.


[3]
Here is 11 unconnected molecules or ions with the total composition C36H48Cl8F32O7 in a non-equilibrium geometry from OMol25. Energies are from ωB97M-V/def2-TZVPD.

CARTESIAN COORDINATES (ANGSTROEM)
F (-18.8160, -23.1925, 15.6780)
C (-18.6176, -22.6322, 14.4527)
F (-18.6802, -21.2808, 14.6153)
C (-17.2580, -23.0505, 13.8997)
F (-17.2826, -24.3397, 13.4840)
F (-16.2901, -22.9420, 14.8273)
C (-16.8881, -22.1808, 12.6870)
O (-18.0109, -22.0382, 11.8241)
C (-17.9008, -21.0083, 10.9082)
F (-17.9618, -19.8494, 11.5695)
F (-16.7427, -21.0736, 10.2426)
C (-19.0755, -21.2822, 9.9477)
F (-20.2682, -21.3320, 10.5798)
F (-19.1073, -20.2496, 9.0751)
H (-19.4281, -22.9629, 13.7978)
H (-16.0665, -22.6469, 12.1434)
H (-16.5833, -21.1946, 13.0400)
H (-18.9421, -22.2509, 9.4640)
F (-22.2323, -11.9649, 8.2783)
C (-21.3930, -11.2686, 7.4597)
F (-21.1475, -10.0256, 7.9443)
C (-20.1113, -12.0324, 7.1275)
F (-19.1858, -11.8757, 8.1376)
F (-19.4901, -11.5595, 6.0146)
C (-20.3450, -13.5434, 7.0336)
O (-20.9899, -13.8898, 5.8138)
C (-20.3804, -14.9079, 5.0780)
F (-19.2032, -14.4481, 4.6214)
F (-20.1850, -15.9592, 5.8696)
C (-21.3571, -15.2269, 3.9246)
F (-21.6397, -14.2004, 3.1086)
F (-20.7876, -16.2139, 3.1918)
H (-21.9812, -11.1225, 6.5430)
H (-20.9933, -13.9065, 7.8307)
H (-19.3872, -14.0539, 7.1477)
H (-22.2838, -15.6000, 4.3641)
F (-16.6801, -14.9605, 9.5806)
C (-15.8519, -15.7714, 8.8616)
F (-16.1567, -17.0682, 9.1550)
C (-16.0482, -15.5198, 7.3613)
F (-17.2188, -15.9962, 6.8807)
F (-15.0389, -16.1636, 6.6977)
C (-15.9686, -14.0357, 6.9772)
O (-14.7461, -13.4828, 7.4613)
C (-14.5804, -12.1480, 7.1106)
F (-14.5701, -12.0218, 5.7671)
F (-15.6158, -11.4381, 7.5809)
C (-13.2844, -11.6512, 7.7237)
F (-12.1930, -12.3607, 7.3846)
F (-13.1126, -10.3352, 7.4708)
H (-14.8225, -15.5836, 9.1820)
H (-16.8405, -13.5120, 7.3738)
H (-15.9307, -13.9512, 5.8907)
H (-13.4024, -11.7555, 8.8103)
F (-18.8969, -19.8641, 4.3385)
C (-17.9848, -19.0714, 4.9320)
F (-18.5646, -18.5551, 6.0542)
C (-16.7160, -19.8600, 5.3338)
F (-15.6912, -19.0027, 5.5353)
F (-16.3395, -20.6991, 4.3314)
C (-17.0199, -20.7173, 6.5606)
O (-15.8572, -21.4603, 6.8623)
C (-16.0060, -22.8340, 6.8491)
F (-16.9753, -23.1630, 7.7429)
F (-16.3581, -23.2402, 5.6243)
C (-14.6808, -23.4291, 7.3141)
F (-14.6347, -24.7824, 7.2551)
F (-13.6661, -22.9426, 6.5518)
H (-17.6761, -18.2544, 4.2724)
H (-17.8647, -21.3483, 6.2702)
H (-17.3858, -20.1006, 7.3790)
H (-14.4650, -23.1533, 8.3512)
C (-20.1654, -15.8279, 10.7646)
C (-19.5759, -16.7466, 9.7220)
C (-20.7677, -17.4541, 9.1362)
O (-21.6997, -16.3764, 9.0907)
C (-21.5646, -15.4903, 10.2063)
H (-19.4951, -14.9928, 10.9706)
H (-20.3194, -16.3538, 11.7073)
H (-18.7136, -17.3078, 10.0865)
H (-19.1347, -16.1548, 8.9111)
H (-21.1518, -18.2737, 9.7629)
H (-20.6688, -17.9488, 8.1695)
H (-22.3026, -15.6359, 10.9989)
H (-21.6851, -14.4727, 9.8321)
C (-25.4164, -15.1017, 6.4653)
C (-24.1664, -15.4366, 7.2743)
C (-23.7679, -16.7804, 6.6801)
O (-24.1391, -16.7384, 5.3054)
C (-25.1070, -15.6831, 5.0942)
H (-25.6875, -14.0492, 6.4617)
H (-26.2240, -15.7137, 6.8801)
H (-24.2948, -15.4314, 8.3537)
H (-23.3610, -14.7462, 7.0022)
H (-24.2396, -17.6229, 7.2083)
H (-22.7209, -17.0297, 6.8622)
H (-25.9996, -16.0259, 4.5785)
H (-24.5592, -14.9177, 4.5364)
C (-21.5557, -11.9522, 11.6655)
C (-20.3944, -12.4519, 12.5144)
C (-20.2554, -11.3598, 13.5813)
O (-20.4846, -10.1950, 12.7846)
C (-21.5050, -10.4251, 11.8300)
H (-22.4756, -12.4074, 12.0403)
H (-21.5026, -12.2700, 10.6236)
H (-19.4605, -12.5598, 11.9600)
H (-20.6562, -13.4311, 12.9283)
H (-19.2542, -11.2700, 13.9928)
H (-21.0358, -11.4167, 14.3462)
H (-21.1487, -9.9056, 10.9392)
H (-22.4818, -10.0304, 12.1240)
Cl (-16.6973, -14.6177, 14.8654)
C (-17.0994, -14.8965, 13.1586)
Cl (-16.8154, -16.5337, 12.5568)
H (-18.1679, -14.7426, 13.0268)
H (-16.6435, -14.1630, 12.5004)
Cl (-21.6621, -20.3047, 14.3451)
C (-21.5472, -19.5035, 12.7563)
Cl (-22.1434, -17.8344, 12.8162)
H (-20.4987, -19.5006, 12.4691)
H (-22.0286, -20.1165, 12.0010)
Cl (-24.0232, -14.0133, 15.3776)
C (-23.7096, -15.1775, 14.0668)
Cl (-24.6598, -14.8102, 12.6384)
H (-22.6557, -15.0753, 13.8206)
H (-23.8488, -16.1854, 14.4427)
Cl (-23.7056, -20.0588, 9.6696)
C (-24.7360, -18.6429, 9.9908)
Cl (-25.4820, -18.7847, 11.5988)
H (-24.1129, -17.7536, 9.9834)
H (-25.5419, -18.5697, 9.2702)

The electronic energy is -239581.77235 eV. Its spin multiplicity is 1. The HOMO energy comes out at -0.359 hartree. The largest force on an atom comes out at 0.055 hartree/bohr. Its HOMO-LUMO gap is 9.952 eV.